(1)
Here is a molecular structure, C5H12O2 in a non-equilibrium geometry from OMol25. Energies are from wB97M-V/def2-TZVPD.

Geometry as XYZ:
```
19
C5H12O2 (wB97M-V/def2-TZVPD)
C 2.606 0.425 -1.761
C 1.895 0.048 -0.482
O 1.064 1.090 -0.017
C -1.072 -0.303 1.372
C -2.478 -0.766 1.603
O -2.922 -0.597 0.275
C -1.748 0.106 -0.090
H 3.187 1.338 -1.609
H 1.891 0.593 -2.576
H 3.286 -0.373 -2.069
H 2.614 -0.140 0.322
H 1.313 -0.873 -0.639
H -0.326 -1.099 1.304
H -0.724 0.399 2.146
H -2.588 -1.789 1.943
H -3.032 -0.105 2.270
H 0.375 1.213 -0.693
H -1.949 1.178 -0.268
H -1.391 -0.347 -1.033
```

**Total energy**: -348.1065 Ha
**HOMO energy**: -9.55 eV
**Gap between HOMO and LUMO**: 10.45 eV
**Relative energy (zero: lowest compared OMol25 entry of this formula, charge and spin)**: 61.7 kcal per mole

In elementary charge units, the natural (NBO) charges are:
1. C -0.6330
2. C -0.0635
3. O -0.7099
4. C -0.4332
5. C -0.0682
6. O -0.5388
7. C -0.0670
8. H 0.2139
9. H 0.1985
10. H 0.2122
11. H 0.1777
12. H 0.1516
13. H 0.2062
14. H 0.2213
15. H 0.1706
16. H 0.1613
17. H 0.4580
18. H 0.1678
19. H 0.1744


(2)
Here is 16 unconnected molecules or ions with the total composition C43H125N7O19 in a non-equilibrium geometry from OMol25. Energies are from wB97M-V/def2-TZVPD.

Geometry as XYZ:
```
194
C43H125N7O19 (wB97M-V/def2-TZVPD)
C -6.404 -0.088 6.737
O -6.467 -0.950 5.650
H -6.606 0.934 6.415
H -7.075 -0.332 7.560
H -5.369 -0.073 7.078
H -5.842 -0.629 4.996
C 3.519 7.329 -2.852
O 3.236 6.045 -2.309
H 4.446 7.262 -3.423
H 2.717 7.678 -3.502
H 3.727 8.073 -2.083
H 4.010 5.652 -1.898
C -1.083 2.583 7.495
O -0.812 2.541 6.181
H -2.149 2.684 7.699
H -0.708 1.741 8.076
H -0.621 3.496 7.872
H 0.144 2.626 6.224
C -4.090 2.524 -4.486
O -4.730 3.066 -5.568
H -3.013 2.685 -4.434
H -4.444 2.915 -3.533
H -4.212 1.441 -4.493
H -4.143 3.033 -6.327
C -2.190 -4.788 -1.836
O -0.993 -4.098 -1.877
H -3.010 -4.222 -2.278
H -2.080 -5.739 -2.357
H -2.447 -4.991 -0.797
H -1.165 -3.202 -1.576
C 4.434 -2.997 0.032
O 4.945 -2.455 1.197
H 3.367 -3.206 0.105
H 4.546 -2.276 -0.777
H 4.881 -3.949 -0.255
H 5.721 -1.898 1.094
C -8.737 -5.075 -1.991
O -9.872 -5.556 -2.650
H -7.902 -5.141 -2.688
H -8.964 -4.075 -1.619
H -8.664 -5.802 -1.183
H -9.571 -6.340 -3.116
C 1.351 -2.573 4.526
O 2.649 -2.982 4.821
H 1.303 -1.491 4.399
H 1.097 -3.068 3.589
H 0.610 -2.763 5.303
H 3.196 -2.814 4.050
C 2.384 3.284 -6.526
O 3.436 3.060 -5.590
H 1.501 3.614 -5.979
H 2.552 4.114 -7.213
H 2.226 2.350 -7.065
H 3.341 3.681 -4.864
C 6.334 4.060 9.264
O 5.375 3.808 8.267
C 5.705 2.826 7.309
C 4.394 2.307 6.657
N 3.681 3.325 5.865
C 4.469 3.745 4.668
C 3.668 4.877 3.956
O 3.730 6.075 4.619
C 3.455 7.243 3.864
H 6.507 3.176 9.877
H 6.124 4.853 9.981
H 7.316 4.345 8.886
H 6.131 1.951 7.800
H 6.344 3.234 6.525
H 3.689 1.930 7.397
H 4.560 1.407 6.065
H 3.741 4.163 6.425
H 4.491 2.891 3.992
H 5.521 3.961 4.857
H 2.612 4.642 3.817
H 4.033 4.932 2.930
H 3.487 8.166 4.443
H 2.428 7.114 3.521
H 4.195 7.313 3.067
C 10.357 3.780 4.189
O 9.741 2.583 3.630
C 10.566 1.717 2.869
C 9.615 0.568 2.419
N 8.472 1.106 1.735
C 8.837 1.500 0.364
C 7.630 2.179 -0.298
O 7.273 3.491 0.143
C 8.324 4.510 0.074
H 11.108 3.473 4.917
H 9.550 4.370 4.622
H 10.827 4.364 3.397
H 11.400 1.367 3.477
H 11.004 2.352 2.099
H 9.231 0.115 3.333
H 10.137 -0.241 1.907
H 8.293 2.005 2.159
H 9.198 0.677 -0.253
H 9.663 2.207 0.430
H 6.736 1.570 -0.168
H 7.747 2.275 -1.378
H 7.938 5.519 -0.072
H 9.047 4.354 -0.727
H 8.923 4.534 0.984
C -9.101 2.337 -0.014
O -8.446 3.411 0.657
C -7.988 3.119 1.971
C -7.222 4.268 2.584
N -6.031 4.524 1.811
C -5.351 5.725 2.313
C -4.050 5.856 1.487
O -4.311 6.442 0.211
C -3.209 6.302 -0.646
H -8.318 1.646 -0.326
H -9.585 2.792 -0.877
H -9.825 1.919 0.686
H -7.281 2.291 1.949
H -8.826 2.853 2.616
H -6.909 4.086 3.612
H -7.907 5.113 2.514
H -6.303 4.576 0.840
H -4.966 5.632 3.329
H -5.971 6.615 2.203
H -3.521 4.904 1.523
H -3.451 6.615 1.990
H -2.246 6.649 -0.273
H -3.442 6.736 -1.619
H -3.113 5.225 -0.784
C 4.025 -5.193 -5.705
C 3.524 -6.612 -5.516
C 4.490 -7.794 -5.842
O 3.736 -9.037 -5.778
C 4.590 -9.995 -6.376
N 3.115 -6.708 -4.122
H 3.332 -4.361 -5.576
H 4.320 -5.117 -6.751
H 4.940 -5.106 -5.119
H 2.639 -6.574 -6.150
H 5.289 -7.793 -5.101
H 4.909 -7.616 -6.833
H 4.613 -9.822 -7.452
H 4.221 -11.002 -6.181
H 5.658 -9.954 -6.163
H 2.468 -7.483 -4.134
H 2.559 -5.893 -3.907
C -4.032 -0.281 0.094
C -2.875 -0.125 1.111
C -1.686 0.709 0.456
O -1.275 0.040 -0.752
C -0.036 0.525 -1.294
N -3.401 0.628 2.227
H -3.712 -0.755 -0.834
H -4.538 0.644 -0.181
H -4.773 -0.981 0.480
H -2.374 -1.080 1.269
H -0.904 0.892 1.193
H -2.071 1.668 0.110
H -0.096 1.526 -1.721
H 0.204 -0.167 -2.101
H 0.826 0.527 -0.628
H -2.640 0.938 2.814
H -3.857 1.431 1.819
C -3.774 -2.456 -11.941
C -4.546 -2.669 -10.651
C -3.934 -1.981 -9.431
O -2.574 -2.405 -9.205
C -2.039 -1.885 -7.975
N -5.963 -2.300 -10.865
H -4.193 -3.072 -12.737
H -2.709 -2.661 -11.828
H -3.835 -1.412 -12.250
H -4.462 -3.735 -10.437
H -4.541 -2.199 -8.553
H -3.918 -0.905 -9.608
H -0.983 -2.156 -7.957
H -2.531 -2.269 -7.082
H -2.033 -0.795 -7.932
H -6.467 -2.587 -10.039
H -6.003 -1.290 -10.864
C -4.279 -5.886 3.892
C -5.653 -5.954 3.325
C -5.997 -7.279 2.588
O -5.323 -7.321 1.328
C -5.622 -8.487 0.555
N -6.607 -5.850 4.445
H -3.513 -5.912 3.117
H -4.030 -6.777 4.469
H -4.191 -5.033 4.565
H -5.891 -5.152 2.626
H -7.054 -7.533 2.511
H -5.662 -8.130 3.180
H -5.274 -9.393 1.052
H -5.060 -8.488 -0.380
H -6.688 -8.493 0.330
H -6.503 -4.879 4.705
H -7.544 -5.927 4.075
```

**Total energy**: -3525.6118 Ha
**HOMO energy**: -8.80 eV
**Gap between HOMO and LUMO**: 8.77 eV

Atom charges from the Löwdin analysis, given in e for atoms 1 to 99:
1. C -0.1901
2. O -0.1178
3. H 0.0706
4. H 0.0823
5. H 0.0742
6. H 0.0745
7. C -0.1615
8. O -0.1293
9. H 0.0720
10. H 0.0799
11. H 0.0711
12. H 0.0709
13. C -0.2375
14. O -0.0923
15. H 0.0814
16. H 0.0801
17. H 0.0809
18. H 0.0783
19. C -0.2125
20. O -0.0959
21. H 0.0740
22. H 0.0780
23. H 0.0745
24. H 0.0816
25. C -0.1923
26. O -0.1126
27. H 0.0762
28. H 0.0808
29. H 0.0752
30. H 0.0681
31. C -0.1904
32. O -0.1144
33. H 0.0768
34. H 0.0763
35. H 0.0759
36. H 0.0771
37. C -0.1707
38. O -0.1362
39. H 0.0789
40. H 0.0831
41. H 0.0740
42. H 0.0716
43. C -0.1864
44. O -0.1159
45. H 0.0694
46. H 0.0771
47. H 0.0796
48. H 0.0713
49. C -0.1610
50. O -0.1251
51. H 0.0717
52. H 0.0692
53. H 0.0794
54. H 0.0624
55. C -0.1210
56. O -0.1835
57. C -0.2112
58. C -0.1957
59. N -0.0549
60. C -0.1733
61. C -0.2555
62. O -0.1965
63. C -0.0879
64. H 0.0823
65. H 0.0852
66. H 0.0815
67. H 0.1193
68. H 0.1052
69. H 0.1095
70. H 0.1139
71. H 0.0880
72. H 0.1137
73. H 0.1016
74. H 0.1201
75. H 0.1105
76. H 0.0863
77. H 0.0870
78. H 0.0854
79. C -0.0626
80. O -0.2378
81. C -0.2132
82. C -0.1998
83. N -0.0560
84. C -0.2048
85. C -0.2117
86. O -0.1977
87. C -0.0829
88. H 0.0842
89. H 0.0860
90. H 0.0781
91. H 0.1159
92. H 0.1057
93. H 0.1135
94. H 0.1185
95. H 0.0899
96. H 0.1216
97. H 0.0920
98. H 0.1185
99. H 0.1134


(3)
Here is 3 unconnected molecules or ions with the total composition C5H6Cl2NO2 in a non-equilibrium geometry from OMol25. Energies are from wB97M-V/def2-TZVPD.

Geometry as XYZ:
```
16
C5H6Cl2NO2 (wB97M-V/def2-TZVPD)
C -2.070 0.871 -0.031
C -2.261 0.068 -1.049
C 0.926 -1.879 -0.152
C -0.825 1.762 0.188
C 2.132 -1.071 -0.203
N -0.155 -2.198 0.160
O -1.211 -2.699 0.444
O -2.382 -0.445 -2.095
Cl -2.890 0.574 1.429
Cl 2.914 1.664 0.956
H -1.187 2.638 0.709
H -0.400 1.976 -0.820
H -0.109 1.301 0.878
H 2.052 0.031 -0.073
H 2.855 -1.276 -1.059
H 2.610 -1.315 0.719
```

**Total energy**: -1319.6845 Ha
**Total charge**: -1
**HOMO energy**: -4.47 eV
**Gap between HOMO and LUMO**: 7.42 eV
**Relative energy (zero: lowest compared OMol25 entry of this formula, charge and spin)**: 97.1 kcal per mole

In elementary charge units, the natural (NBO) charges are:
1. C -0.3658
2. C 0.6932
3. C 0.2165
4. C -0.5950
5. C -0.7618
6. N 0.1562
7. O -0.4835
8. O -0.4541
9. Cl 0.0153
10. Cl -0.9293
11. H 0.2160
12. H 0.2244
13. H 0.2588
14. H 0.3283
15. H 0.2273
16. H 0.2534


(4)
Here is 9 unconnected molecules or ions with the total composition C35H54N3O16 in a non-equilibrium geometry from OMol25. Energies are from wB97M-V/def2-TZVPD.

Geometry as XYZ:
```
108
C35H54N3O16 (wB97M-V/def2-TZVPD)
N 1.935 0.101 -0.039
N 0.536 0.342 0.096
C 0.043 1.603 0.237
C -1.284 1.456 0.349
N -1.541 0.141 0.296
C -0.422 -0.556 0.134
H 2.335 0.372 0.859
H 2.073 -0.909 -0.080
H 0.624 2.498 0.239
H -1.997 2.241 0.479
H -2.459 -0.279 0.360
H -0.313 -1.615 0.062
O -6.051 -1.212 0.535
C -5.770 -0.401 1.365
O -4.820 -0.616 2.319
C -4.785 0.510 3.223
C -5.384 1.671 2.447
C -6.394 0.967 1.550
H -5.366 0.267 4.113
H -3.755 0.699 3.520
H -5.815 2.435 3.088
H -4.613 2.143 1.830
H -7.362 0.848 2.040
H -6.516 1.466 0.592
O 3.873 -2.309 -1.086
C 4.309 -1.666 -2.012
O 5.186 -2.171 -2.884
C 5.597 -1.150 -3.824
C 4.484 -0.112 -3.787
C 4.009 -0.222 -2.340
H 6.555 -0.746 -3.491
H 5.728 -1.602 -4.803
H 4.819 0.883 -4.073
H 3.679 -0.401 -4.463
H 4.587 0.416 -1.667
H 2.953 -0.019 -2.228
O 4.756 0.682 1.694
C 5.634 -0.140 1.765
O 6.933 0.161 1.899
C 7.725 -1.050 1.827
C 6.765 -2.180 2.186
C 5.443 -1.630 1.658
H 8.112 -1.141 0.811
H 8.561 -0.969 2.515
H 7.054 -3.140 1.765
H 6.710 -2.292 3.270
H 5.279 -1.864 0.607
H 4.592 -1.951 2.252
O 1.502 5.502 3.570
C 2.413 4.742 3.722
O 3.307 4.476 2.747
C 4.202 3.424 3.166
C 4.156 3.446 4.688
C 2.721 3.904 4.949
H 3.843 2.489 2.747
H 5.196 3.622 2.773
H 4.405 2.487 5.138
H 4.857 4.188 5.071
H 2.027 3.062 4.976
H 2.623 4.495 5.855
O -3.950 6.367 1.165
C -3.276 6.966 1.952
O -3.794 7.792 2.888
C -2.734 8.443 3.616
C -1.518 7.545 3.439
C -1.763 6.961 2.052
H -2.584 9.437 3.189
H -3.032 8.550 4.656
H -0.570 8.068 3.536
H -1.534 6.744 4.179
H -1.359 7.594 1.261
H -1.376 5.951 1.954
O 1.965 -7.185 -4.629
C 2.249 -6.600 -3.628
O 1.587 -5.490 -3.212
C 2.222 -4.948 -2.041
C 2.993 -6.107 -1.428
C 3.377 -6.917 -2.665
H 2.877 -4.134 -2.347
H 1.458 -4.555 -1.371
H 3.839 -5.785 -0.825
H 2.331 -6.698 -0.793
H 4.315 -6.575 -3.104
H 3.425 -7.983 -2.468
O -8.114 2.866 3.752
C -8.390 3.652 2.891
O -7.566 4.663 2.540
C -8.204 5.505 1.560
C -9.269 4.628 0.917
C -9.665 3.713 2.074
H -8.629 6.369 2.074
H -7.457 5.853 0.850
H -10.095 5.196 0.495
H -8.826 4.035 0.114
H -10.452 4.148 2.691
H -9.958 2.721 1.743
O -0.850 -10.792 -9.364
C -0.638 -9.978 -8.517
O 0.247 -10.173 -7.510
C 0.208 -9.064 -6.591
C -0.365 -7.904 -7.391
C -1.302 -8.621 -8.361
H -0.427 -9.338 -5.745
H 1.210 -8.863 -6.227
H -0.853 -7.156 -6.769
H 0.433 -7.411 -7.947
H -2.297 -8.769 -7.939
H -1.376 -8.119 -9.321
```

**Total energy**: -2734.0256 Ha
**Total charge**: +1
**HOMO energy**: -10.85 eV
**Gap between HOMO and LUMO**: 8.10 eV

Atom charges from the Löwdin analysis, given in e for atoms 1 to 99:
1. N 0.1683
2. N -0.1077
3. C 0.0113
4. C -0.0320
5. N 0.1245
6. C -0.0082
7. H 0.1040
8. H 0.0950
9. H 0.1450
10. H 0.1399
11. H 0.1822
12. H 0.1669
13. O 0.1258
14. C -0.4918
15. O 0.0023
16. C -0.1473
17. C -0.1536
18. C -0.0709
19. H 0.1336
20. H 0.1175
21. H 0.1013
22. H 0.1083
23. H 0.1310
24. H 0.1282
25. O 0.0647
26. C -0.4893
27. O 0.0463
28. C -0.1269
29. C -0.1367
30. C -0.0843
31. H 0.1309
32. H 0.1308
33. H 0.1222
34. H 0.1228
35. H 0.1358
36. H 0.0963
37. O 0.0800
38. C -0.4824
39. O 0.0478
40. C -0.1292
41. C -0.1364
42. C -0.0768
43. H 0.1291
44. H 0.1288
45. H 0.1210
46. H 0.1211
47. H 0.1010
48. H 0.1303
49. O 0.1094
50. C -0.4958
51. O 0.0260
52. C -0.1540
53. C -0.1449
54. C -0.0724
55. H 0.0898
56. H 0.1300
57. H 0.1160
58. H 0.1208
59. H 0.1278
60. H 0.1265
61. O 0.1044
62. C -0.4952
63. O 0.0291
64. C -0.1471
65. C -0.1564
66. C -0.0790
67. H 0.1280
68. H 0.1253
69. H 0.1178
70. H 0.1179
71. H 0.1335
72. H 0.1138
73. O 0.1288
74. C -0.4733
75. O 0.0271
76. C -0.1635
77. C -0.1470
78. C -0.0654
79. H 0.0980
80. H 0.1183
81. H 0.1151
82. H 0.1191
83. H 0.1333
84. H 0.1280
85. O 0.1051
86. C -0.4975
87. O 0.0247
88. C -0.1419
89. C -0.1494
90. C -0.0686
91. H 0.1299
92. H 0.1257
93. H 0.1177
94. H 0.1155
95. H 0.1343
96. H 0.1245
97. O 0.1239
98. C -0.4926
99. O 0.0261